Record 1
Formula: C5H8O2
Source: the OMol25 dataset
Level of theory: ωB97M-V/def2-TZVPD

Charge: 0
SMILES string: C[C@@]1(O)CCC1=O

Positions of all 15 atoms, in Å:
C  -1.610  -0.572  -0.124
C  -0.409  0.358  -0.089
O  -0.776  1.715  -0.260
C  0.544  0.143  1.121
C  1.679  -0.358  0.180
C  0.761  -0.053  -1.005
O  0.881  -0.036  -2.201
H  -2.332  -0.243  0.630
H  -2.094  -0.553  -1.106
H  -1.322  -1.605  0.103
H  -0.817  1.903  -1.210
H  0.754  1.079  1.638
H  0.198  -0.578  1.870
H  2.611  0.219  0.166
H  1.933  -1.418  0.287



Record 2
Formula: C3H8N2O2
Source: the OMol25 dataset
Level of theory: ωB97M-V/def2-TZVPD

Charge: 0
SMILES string: C/C(N)=N/C(O)O

Positions of all 15 atoms, in Å:
C  2.043  -0.435  -0.355
C  0.558  -0.436  -0.096
N  0.057  -1.621  0.341
N  -0.135  0.498  -0.708
C  -1.109  0.962  0.171
O  -1.471  2.275  -0.054
O  -2.246  0.136  0.242
H  2.591  -0.809  0.509
H  2.374  0.567  -0.610
H  2.253  -1.084  -1.206
H  -0.933  -1.675  0.515
H  0.648  -2.424  0.472
H  -0.541  0.822  1.229
H  -1.088  2.525  -0.905
H  -3.001  0.698  0.455



Record 3
Formula: C4H4N2S
Source: the OMol25 dataset
Level of theory: ωB97M-V/def2-TZVPD

Charge: 0

Positions of all 11 atoms, in Å:
C  -1.634  -2.436  -1.208
C  -0.285  -0.356  -2.497
C  -0.217  0.497  -0.194
C  0.283  -0.408  -1.253
N  -2.489  -3.224  -1.174
N  -0.795  -0.212  -3.508
S  1.845  -1.214  -1.040
H  -1.328  0.752  -0.436
H  0.394  1.336  -0.127
H  -0.382  0.029  0.808
H  1.641  -1.208  0.290



Record 4
Formula: C3H7NO2
Source: the OMol25 dataset
Level of theory: ωB97M-V/def2-TZVPD

Charge: 0
SMILES string: N=C=O.CCO

Positions of all 13 atoms, in Å:
N  2.028  -0.519  0.859
C  2.495  -0.376  -0.247
O  3.052  -0.303  -1.279
H  1.114  -0.233  1.220
C  -0.875  -0.654  -0.741
C  -0.803  0.716  -0.092
O  -0.581  0.516  1.304
H  -0.005  -1.286  -0.521
H  -1.749  -1.184  -0.358
H  -0.998  -0.532  -1.820
H  -0.012  1.349  -0.527
H  -1.751  1.249  -0.251
H  -0.552  1.377  1.740



Record 5
Formula: C20H41N2OP3Sm
Source: the OMol25 dataset
Level of theory: ωB97M-V/def2-TZVPD

Charge: +3
2S+1: 6

Positions of all 68 atoms, in Å:
Sm  -1.034  1.392  -0.756
P  0.826  -0.324  0.933
P  1.275  3.053  -0.971
P  -1.693  -2.153  -0.840
H  -1.186  2.445  -3.608
C  -1.915  2.128  -2.830
C  -2.271  2.966  -1.767
H  -1.844  3.927  -1.495
C  2.346  -1.221  0.383
C  1.591  0.827  2.160
C  0.175  -1.539  2.148
C  1.387  4.385  -2.195
C  1.425  3.978  0.583
C  2.835  2.154  -1.113
C  -2.934  -2.576  -2.144
C  -2.304  -3.316  0.463
C  -0.306  -3.224  -1.433
H  -2.715  1.507  -3.280
H  -3.222  2.693  -1.305
H  2.988  -1.434  1.256
H  2.904  -0.606  -0.340
H  2.051  -2.167  -0.097
H  2.013  0.224  2.981
H  0.819  1.487  2.580
H  2.378  1.438  1.701
H  0.929  -1.636  2.949
H  0.013  -2.533  1.702
H  -0.761  -1.158  2.590
H  2.459  4.603  -2.259
H  0.803  5.239  -1.835
H  0.961  3.982  -3.129
H  2.348  4.550  0.493
H  1.514  3.300  1.436
H  0.589  4.676  0.721
H  3.453  2.750  -1.776
H  2.665  1.177  -1.577
H  3.294  2.017  -0.137
H  -3.373  -3.557  -1.910
H  -2.485  -2.555  -3.142
H  -3.701  -1.797  -2.094
H  -3.182  -3.854  0.059
H  -2.602  -2.716  1.339
H  -1.501  -4.021  0.750
H  -0.739  -4.065  -2.002
H  0.265  -3.592  -0.567
H  0.348  -2.630  -2.089
C  -0.004  -0.903  -4.833
C  0.979  -1.119  -5.828
C  0.566  -1.723  -6.990
C  -0.822  -1.850  -7.239
C  -1.818  -1.405  -6.308
C  -1.403  -0.905  -5.036
O  0.542  -0.964  -3.562
H  1.443  -1.299  -3.760
H  2.025  -0.938  -5.586
H  1.351  -2.018  -7.674
H  -1.156  -2.292  -8.200
H  -2.923  -1.444  -6.546
H  -2.116  -0.602  -4.241
N  -2.393  2.650  2.801
C  -2.890  1.398  3.250
C  -2.851  0.568  2.159
N  -2.336  1.293  1.071
C  -2.069  2.542  1.498
H  -2.388  3.531  3.308
H  -3.300  1.258  4.243
H  -3.128  -0.488  2.033
H  -1.785  3.365  0.810



Record 6
Formula: C7H14
Source: the OMol25 dataset
Level of theory: ωB97M-V/def2-TZVPD

Charge: 0
SMILES string: C=C(C)C(C)(C)C

Positions of all 21 atoms, in Å:
C  -0.662  1.415  -1.292
C  0.143  0.906  -0.371
C  1.343  1.735  0.034
C  -0.153  -0.488  0.123
C  -0.088  -1.483  -1.043
C  0.857  -0.900  1.179
C  -1.578  -0.499  0.733
H  -0.766  2.418  -0.915
H  -1.477  0.858  -1.742
H  1.513  1.864  1.105
H  1.336  2.727  -0.442
H  2.220  1.221  -0.380
H  -0.761  -1.239  -1.874
H  -0.364  -2.472  -0.667
H  0.928  -1.535  -1.448
H  0.668  -1.927  1.497
H  0.801  -0.247  2.058
H  1.870  -0.846  0.767
H  -2.313  -0.027  0.072
H  -1.910  -1.526  0.921
H  -1.606  0.045  1.685



Record 7
Formula: C5H8O
Source: the OMol25 dataset
Level of theory: ωB97M-V/def2-TZVPD

Charge: 0
SMILES string: C1C[C@@H]2O[C@@H]2C1

Positions of all 14 atoms, in Å:
C  0.283  1.179  -0.053
C  -0.821  0.503  0.794
C  -0.273  -0.920  0.854
O  1.157  -0.956  0.862
C  0.474  -1.180  -0.369
C  0.388  0.082  -1.205
H  0.054  2.160  -0.465
H  1.128  1.324  0.640
H  -1.767  0.535  0.235
H  -1.022  0.901  1.795
H  -0.728  -1.701  1.452
H  0.650  -2.175  -0.772
H  -0.597  0.116  -1.706
H  1.107  0.083  -2.040



Record 8
Formula: C3H4N2O3
Source: the OMol25 dataset
Level of theory: ωB97M-V/def2-TZVPD

Charge: 0
SMILES string: [H]/N=C\NC(=O)C(=O)O

Positions of all 12 atoms, in Å:
H  3.262  1.259  -0.071
N  3.364  0.251  -0.048
C  2.192  -0.295  -0.022
N  0.950  0.427  0.151
C  -0.205  -0.330  0.009
O  -0.371  -1.572  -0.009
C  -1.571  0.413  -0.090
O  -1.630  1.641  -0.063
O  -2.609  -0.490  0.033
H  2.137  -1.380  -0.230
H  0.800  1.427  0.422
H  -2.009  -1.409  0.101



Results for energy relative to the best compared isomer or geometry (same formula, charge and spin): 1.007; 2.309; 5.254; 1.049; 0.000; 1.624; 1.577; 0.997 (in eV, following the order of the records).